Entry 1:
This record from the OMol25 dataset describes C4H4O3 as an isolated structure in a non-equilibrium geometry. The level of theory is ωB97M-V/def2-TZVPD.

The calculation puts the total energy at -380.3633 a.u. As for the lowest unoccupied orbital energy: -0.313 eV. Its largest force on an atom is 2.79 eV/A. The value obtained for the gap between HOMO and LUMO is 0.3467 Eh.

Geometry as XYZ:
```
11
Properties=species:S:1:pos:R:3:forces:R:3
O -0.060 1.785 -1.456 -0.654 -0.354 0.392
C 0.064 0.844 -0.730 2.739 0.540 -0.049
O -1.414 -0.279 -0.460 0.704 -0.812 0.033
C -1.308 -0.322 0.942 -1.039 -0.186 0.466
C -0.035 0.271 0.656 -0.510 0.331 0.994
C 1.343 -0.133 -0.616 0.584 0.088 -1.803
O 1.119 -0.376 0.777 -1.492 0.534 0.088
H -1.162 -1.320 1.346 -0.327 -0.148 0.199
H -2.057 0.268 1.438 -0.341 0.147 0.419
H 2.307 0.320 -0.760 0.351 0.220 -0.329
H 1.203 -1.060 -1.136 -0.015 -0.361 -0.409
```
Positions in Å, forces in eV/Å.

Mulliken population analysis, charges in e, atoms 1 to 6: O -0.5869; C 0.8310; O -0.4464; C -0.3631; C 0.2353; C -0.3448

=====

Entry 2:
This record from the OMol25 dataset describes C46H50N9Zn as an isolated structure. The level of theory is ωB97M-V/def2-TZVPD.

Its net charge is +1. The calculation puts the total energy at -4054.9604 a.u. As for the lowest unoccupied orbital energy: -3.262 eV. Its largest force on an atom is 0.47 eV/A. The value obtained for the gap between HOMO and LUMO is 0.2120 Eh.

Geometry as XYZ:
```
106
Properties=species:S:1:pos:R:3:forces:R:3
Zn 1.028 -1.022 -0.536 -0.240 -0.053 0.335
C 2.849 -1.684 2.521 -0.125 0.053 -0.028
C 1.996 -2.814 2.040 0.007 0.051 -0.029
C 1.662 -3.842 2.922 0.001 -0.057 -0.015
C 0.812 -4.846 2.514 -0.015 -0.019 0.025
C 0.353 -4.838 1.207 -0.060 -0.117 -0.008
C 0.762 -3.822 0.365 0.126 0.057 0.091
N 1.539 -2.809 0.776 0.054 0.071 0.151
C 0.330 -3.800 -1.055 0.018 0.185 -0.136
C -0.194 -4.936 -1.648 -0.044 -0.070 0.037
C -0.621 -4.866 -2.958 -0.071 -0.002 -0.117
C -0.470 -3.686 -3.655 0.087 -0.032 -0.002
C 0.119 -2.587 -3.036 0.008 -0.121 0.208
N 0.482 -2.652 -1.740 -0.005 0.221 -0.104
C 0.376 -1.346 -3.825 0.111 0.228 0.054
C -0.186 -1.209 -5.085 -0.205 -0.015 -0.048
C 0.162 -0.117 -5.860 -0.066 -0.078 -0.009
C 1.067 0.785 -5.352 0.082 0.048 0.016
C 1.577 0.606 -4.064 -0.148 -0.158 -0.085
C 2.585 1.581 -3.552 0.102 -0.136 0.187
N 1.213 -0.439 -3.304 0.060 -0.106 0.021
H 3.214 -1.879 3.527 -0.035 -0.005 -0.006
H 2.280 -0.749 2.527 0.022 -0.032 -0.026
H 3.691 -1.523 1.856 0.091 0.022 -0.034
H 2.058 -3.828 3.929 -0.009 0.040 -0.026
H 0.501 -5.622 3.201 0.034 0.012 -0.039
H -0.332 -5.601 0.866 0.070 0.037 0.053
H -0.265 -5.865 -1.104 0.029 0.049 -0.026
H -1.057 -5.730 -3.442 0.018 -0.005 0.013
H -0.778 -3.633 -4.687 0.058 -0.059 0.034
H -0.902 -1.922 -5.464 0.056 0.068 -0.022
H -0.253 0.007 -6.851 -0.014 0.018 0.028
H 1.397 1.630 -5.942 -0.013 -0.005 0.043
H 2.845 2.303 -4.324 0.002 -0.013 0.065
H 3.485 1.060 -3.231 0.069 -0.043 0.033
H 2.207 2.106 -2.683 -0.091 0.110 0.230
C 5.960 -1.400 -0.759 -0.048 0.042 0.004
C 5.172 -0.290 -0.110 -0.016 -0.029 -0.015
C 5.807 0.719 0.607 0.040 -0.014 0.047
C 5.052 1.724 1.200 0.040 -0.070 -0.005
C 5.725 2.821 1.985 -0.037 -0.034 0.008
C 3.666 1.726 1.077 -0.034 -0.054 0.123
C 2.975 0.741 0.346 0.279 0.224 -0.301
C 3.795 -0.261 -0.229 -0.350 0.247 -0.141
N 1.605 0.696 0.131 -0.052 -0.286 -0.154
C 0.699 1.786 0.546 0.113 -0.019 -0.015
C 0.544 1.835 2.079 -0.083 0.029 -0.022
C -0.476 2.899 2.496 -0.010 0.000 -0.044
C -0.013 4.269 1.991 -0.005 -0.031 -0.007
C 0.080 4.247 0.462 -0.025 0.028 0.006
C -1.297 3.933 -0.126 0.007 -0.037 0.033
C -1.728 2.549 0.361 -0.006 0.007 0.010
C -1.841 2.559 1.889 0.151 0.041 0.013
C -0.686 1.505 -0.056 0.024 0.012 -0.095
C 1.092 3.185 0.013 0.033 -0.039 0.150
H 7.022 -1.308 -0.534 -0.011 -0.022 -0.010
H 5.840 -1.382 -1.845 0.015 -0.008 0.033
H 5.619 -2.378 -0.408 0.032 0.020 -0.015
H 6.887 0.717 0.700 -0.043 0.022 0.011
H 6.809 2.711 1.962 -0.018 0.022 -0.002
H 5.407 2.807 3.029 0.002 0.004 -0.031
H 5.470 3.801 1.577 0.023 -0.010 0.016
H 3.129 2.514 1.582 0.066 -0.041 -0.033
H 3.333 -1.045 -0.830 -0.030 -0.059 -0.092
H 1.506 2.038 2.554 -0.052 -0.045 0.024
H 0.215 0.847 2.419 0.006 0.020 -0.008
H -0.554 2.918 3.586 0.008 -0.007 0.022
H 0.962 4.517 2.424 -0.039 0.007 -0.008
H -0.719 5.042 2.309 0.032 0.007 0.006
H 0.415 5.225 0.105 0.012 -0.010 -0.004
H -1.261 3.954 -1.220 0.023 0.005 0.029
H -2.024 4.687 0.192 -0.005 -0.013 -0.020
H -2.694 2.282 -0.079 -0.031 -0.006 0.008
H -2.172 1.576 2.245 0.027 0.036 0.002
H -2.585 3.297 2.205 0.048 -0.050 -0.022
H -0.592 1.477 -1.152 0.009 -0.007 0.055
H -1.021 0.527 0.278 -0.036 -0.074 0.000
H 2.086 3.484 0.336 -0.023 -0.011 -0.077
H 1.100 3.150 -1.076 0.081 -0.058 -0.185
C -2.855 -1.929 -1.077 -0.028 0.082 0.091
C -2.369 -1.824 0.327 -0.040 0.008 0.210
N -1.116 -1.662 0.706 0.042 0.124 -0.175
C -1.124 -1.594 2.084 0.119 -0.114 -0.077
C -2.392 -1.728 2.541 -0.024 0.135 -0.004
N -3.186 -1.867 1.420 0.021 -0.014 -0.086
C -4.634 -2.033 1.446 0.038 0.031 -0.062
N -5.322 -1.042 0.678 0.065 -0.103 0.103
N -5.969 -1.395 -0.467 0.069 0.296 0.103
N -6.459 -0.349 -1.004 -0.055 0.007 -0.071
C -6.145 0.748 -0.221 0.122 -0.120 0.106
C -6.443 2.103 -0.379 -0.049 0.045 -0.062
C -5.977 2.966 0.588 -0.067 0.050 -0.101
C -5.235 2.506 1.693 -0.019 -0.095 0.040
C -4.932 1.172 1.863 0.002 0.012 0.119
C -5.406 0.306 0.877 -0.075 -0.032 -0.230
H -2.004 -1.938 -1.751 0.002 -0.038 0.030
H -3.486 -1.080 -1.346 -0.008 0.003 0.024
H -3.446 -2.833 -1.230 -0.004 0.011 -0.018
H -0.215 -1.464 2.650 -0.123 0.011 -0.039
H -2.798 -1.723 3.540 -0.015 -0.020 -0.075
H -4.941 -1.972 2.487 0.000 -0.059 0.093
H -4.926 -2.999 1.041 -0.008 -0.052 -0.037
H -7.021 2.446 -1.228 0.030 0.006 0.039
H -6.185 4.025 0.504 0.001 -0.040 0.005
H -4.894 3.224 2.428 -0.040 -0.044 -0.025
H -4.361 0.825 2.715 -0.034 0.025 -0.056
```
Positions in Å, forces in eV/Å.

Mulliken population analysis, charges in e, atoms 1 to 6: Zn -0.5375; C -0.8666; C 0.6935; C -1.0041; C -1.0127; C -0.8616

=====

What is the largest force on an atom in the second record?
0.47 eV/A

=====

What did the first record say?
This record from the OMol25 dataset describes C4H4O3 as an isolated structure in a non-equilibrium geometry. The level of theory is ωB97M-V/def2-TZVPD.

The calculation puts the total energy at -380.3633 a.u. As for the lowest unoccupied orbital energy: -0.313 eV. Its largest force on an atom is 2.79 eV/A. The value obtained for the gap between HOMO and LUMO is 0.3467 Eh.

Geometry as XYZ:
```
11
Properties=species:S:1:pos:R:3:forces:R:3
O -0.060 1.785 -1.456 -0.654 -0.354 0.392
C 0.064 0.844 -0.730 2.739 0.540 -0.049
O -1.414 -0.279 -0.460 0.704 -0.812 0.033
C -1.308 -0.322 0.942 -1.039 -0.186 0.466
C -0.035 0.271 0.656 -0.510 0.331 0.994
C 1.343 -0.133 -0.616 0.584 0.088 -1.803
O 1.119 -0.376 0.777 -1.492 0.534 0.088
H -1.162 -1.320 1.346 -0.327 -0.148 0.199
H -2.057 0.268 1.438 -0.341 0.147 0.419
H 2.307 0.320 -0.760 0.351 0.220 -0.329
H 1.203 -1.060 -1.136 -0.015 -0.361 -0.409
```
Positions in Å, forces in eV/Å.

Mulliken population analysis, charges in e, atoms 1 to 6: O -0.5869; C 0.8310; O -0.4464; C -0.3631; C 0.2353; C -0.3448

=====

Which of these has the highest total energy?
C4H4O3

=====

Which formula does entry 1 have?
C4H4O3